ORCA calculation (ωB97M-V/def2-TZVPD) on 2 unconnected molecules or ions with the total composition C13H25BrNO7P.

Values from the calculation:
Structure (SMILES): COCCC[C@@H]1OC(=O)O[C@]1(C[C@H](C)Br)P(=N)(O)O.CC(C)=O
E_HOMO: -9.47 eV
Kohn-Sham gap: 9.8424 eV

Positions of all 48 atoms, in Å:
C  3.0510  0.5923  0.4332
O  3.3706  -0.7715  0.2773
C  2.2731  -1.6084  -0.0284
C  1.4025  -1.2229  -1.2431
C  -0.0426  -0.9241  -0.8130
C  -1.0349  -0.4389  -1.8619
O  -0.9160  -1.1565  -3.0873
C  -1.7171  -0.5062  -3.9689
O  -2.3008  -1.0080  -4.8833
O  -1.7511  0.8099  -3.6654
C  -1.2359  1.0341  -2.3128
C  -2.3096  1.8082  -1.5122
C  -2.5747  1.3417  -0.0677
C  -4.0249  0.9169  0.1523
Br  -2.1758  2.8073  1.1807
P  0.1501  2.1928  -2.7059
N  -0.2415  3.4613  -3.4888
O  1.2980  1.3553  -3.4407
O  0.7406  2.4765  -1.2401
H  2.1259  0.7379  0.9986
H  3.8874  1.0562  0.9593
H  2.9614  1.0929  -0.5368
H  2.7177  -2.5878  -0.2213
H  1.6278  -1.7352  0.8474
H  1.8420  -0.4296  -1.8354
H  1.3568  -2.0949  -1.9001
H  -0.4415  -1.8836  -0.4679
H  -0.0624  -0.2660  0.0596
H  -2.0252  -0.6886  -1.4478
H  -3.2261  1.7525  -2.1003
H  -2.0166  2.8582  -1.4885
H  -1.9154  0.5415  0.2435
H  -4.6690  1.7952  0.2091
H  -4.3678  0.3046  -0.6848
H  -4.1291  0.3521  1.0797
H  -1.2050  3.5196  -3.7874
H  2.0677  1.1781  -2.8886
H  1.2952  3.2705  -1.2724
C  2.2526  -2.6696  4.2389
C  0.9488  -1.9226  4.1023
C  0.3386  -1.3799  5.3707
O  0.4198  -1.7645  3.0268
H  2.5889  -3.0046  3.2608
H  3.0108  -2.0194  4.6780
H  2.1220  -3.5322  4.8941
H  1.0298  -0.6845  5.8492
H  0.1386  -2.1952  6.0676
H  -0.5902  -0.8647  5.1396

ORCA calculation (ωB97M-V/def2-TZVPD) on a molecular structure, C13H25Cl3N11NiO2SSi.

Values from the calculation:
Total charge: +1
E_HOMO (spin up / spin down): -10.41 / -10.39 eV
Kohn-Sham gap (spin up / spin down): 7.8312 / 7.8167 eV

Positions of all 57 atoms, in Å:
Ni  -0.2604  0.0158  -1.3527
N  -1.1364  -0.3291  0.3297
C  -0.2830  -1.1800  1.1909
C  -1.0697  -2.1150  2.0869
C  -1.9798  -1.4733  3.1213
C  -2.6204  -2.5200  4.0281
N  -1.6405  -3.2443  4.8518
C  -0.9923  -4.3584  4.5334
N  -0.0626  -4.8378  5.3638
N  -1.2783  -5.0411  3.4251
C  0.6922  -1.9932  0.3174
O  1.1983  -3.0006  0.7910
O  0.8973  -1.4923  -0.8410
H  -1.3386  0.5630  0.7757
H  -2.0349  -0.7803  0.1763
H  0.3390  -0.5196  1.7995
H  -0.3048  -2.7238  2.5691
H  -1.6527  -2.7917  1.4452
H  -2.7868  -0.9070  2.6484
H  -1.4154  -0.7643  3.7349
H  -3.1987  -3.2455  3.4529
H  -3.3206  -2.0607  4.7235
H  -1.3515  -2.7848  5.7005
H  0.1756  -4.3622  6.2161
H  0.4324  -5.6867  5.1535
H  -1.8159  -4.6056  2.6957
H  -0.6641  -5.7813  3.1272
C  0.7451  6.1355  -2.0060
C  1.0689  5.2262  -0.8829
N  1.5708  5.5699  0.2560
N  1.6825  4.3921  0.9406
C  1.2610  3.3179  0.2622
S  1.2566  1.7223  0.7614
N  0.8603  3.8597  -0.9240
N  0.3642  3.1008  -1.9657
H  0.9871  7.1529  -1.7118
H  -0.3143  6.0807  -2.2596
H  1.3208  5.8774  -2.8958
H  2.0632  4.3765  1.8705
H  0.9965  3.1366  -2.7568
H  -0.5612  3.4106  -2.2382
N  4.2018  -0.4265  -3.9051
C  2.9007  -0.0462  -4.0136
C  2.0310  -0.1639  -2.9099
N  0.7696  0.2278  -2.9913
C  0.3522  0.7535  -4.1605
C  1.2217  0.8586  -5.2229
N  2.4913  0.4648  -5.1667
H  4.4786  -1.0308  -3.1521
H  4.7315  -0.4787  -4.7585
H  2.3617  -0.5927  -1.9771
H  -0.6674  1.0855  -4.2474
H  0.8788  1.2731  -6.1628
Cl  -2.6390  2.4383  -3.1366
Si  -2.2561  0.5788  -2.2188
Cl  -3.8484  0.5104  -0.8301
Cl  -2.8367  -0.7914  -3.6604

ORCA calculation (ωB97M-V/def2-TZVPD) on a molecular structure, C13H25Cl3O2SiSn in a non-equilibrium geometry.

Values from the calculation:
Total charge: -2
Relative energy (zero: lowest compared OMol25 entry of this formula, charge and spin): 140.5 kJ/mol
E_HOMO (spin up / spin down): 0.67 / 1.29 eV
Kohn-Sham gap (spin up / spin down): 3.8629 / 2.8985 eV

Positions of all 45 atoms, in Å:
C  -0.5190  0.7648  -3.2332
C  -1.3761  -0.3703  -3.1229
C  -0.5508  -1.5115  -2.9709
C  -2.8566  -0.3764  -3.2501
C  0.8050  -1.0805  -2.8856
C  0.8336  0.3385  -3.0394
C  2.0304  1.1893  -3.0981
C  -0.9901  2.1282  -3.5496
C  -1.0348  -2.9057  -2.9368
C  1.9539  -1.9830  -2.7511
Sn  -0.0948  0.5407  1.4453
Cl  -2.2474  -0.0071  2.2447
Cl  -0.5435  2.3980  0.0433
Cl  0.8945  -1.4917  0.7020
H  -3.2802  0.5965  -2.9650
H  -3.2969  -1.1643  -2.6220
H  -3.2027  -0.5832  -4.2767
H  -1.8679  -3.0532  -2.2335
H  -0.2245  -3.5952  -2.6848
H  -1.3934  -3.2201  -3.9270
H  1.7702  -2.7239  -1.9685
H  2.8525  -1.4122  -2.5280
H  2.1291  -2.5385  -3.6796
H  2.8866  0.5693  -2.8014
H  1.9423  2.0606  -2.3575
H  2.2125  1.4909  -4.1469
H  -1.8732  2.4380  -2.9575
H  -1.2935  2.1890  -4.6109
H  -0.1741  2.8539  -3.4245
O  1.9686  1.9510  -0.7944
H  2.0788  2.8571  -0.4685
C  -1.3029  1.1828  5.4063
Si  0.2694  0.4090  4.7791
C  1.4955  0.9468  6.0989
C  0.2503  -1.4935  4.8824
O  0.7410  0.8215  3.2276
H  -1.3023  1.4156  6.4814
H  -2.1811  0.5605  5.2396
H  -1.4377  2.1189  4.8569
H  0.9795  0.7679  7.0477
H  2.4570  0.4235  6.0911
H  1.7582  2.0067  5.9868
H  -0.6487  -1.8660  4.3497
H  1.1972  -1.8777  4.4468
H  0.1865  -1.7649  5.9549

ORCA calculation (ωB97M-V/def2-TZVPD) on a molecular structure, C13H25F3N2O2PS in a non-equilibrium geometry.

Values from the calculation:
Total charge: +1
E_HOMO: -12.37 eV
Kohn-Sham gap: 8.8463 eV

Positions of all 47 atoms, in Å:
C  3.6924  -0.5099  1.5963
C  3.0971  -0.8256  0.0846
P  2.1584  0.6375  -0.7070
C  2.1265  0.3808  -2.6379
N  0.4312  0.7016  -0.1388
S  -0.4361  1.5852  -1.3695
C  -0.0515  -0.7089  0.1067
C  -1.6624  -0.9434  -0.0719
C  -2.6111  -0.1088  0.9734
C  -3.6596  0.8345  0.1000
O  -4.8711  1.2282  0.8862
C  -5.9820  1.0453  -0.0950
O  -6.4713  2.0706  -0.8294
C  0.5068  1.4396  1.2143
C  -0.2549  2.8911  1.2102
C  -0.0976  3.5504  2.7394
F  -1.1102  3.0441  3.6951
F  -0.3267  5.0336  2.5677
F  1.2685  3.4163  3.2955
H  2.8378  -0.2553  2.3877
H  4.1776  -1.5214  1.9816
H  4.5379  0.3018  1.6173
H  4.0438  -1.0500  -0.6072
H  2.5017  -1.8316  0.1435
H  1.8112  1.3926  -3.1875
H  1.4355  -0.5040  -2.9681
H  3.2667  0.2185  -2.9521
H  -0.8083  0.6818  -2.4151
H  0.3121  -1.1505  1.1523
H  0.4829  -1.3929  -0.7112
H  -2.0528  -0.8009  -1.1911
H  -1.8561  -2.0985  0.1601
H  -2.0396  0.4709  1.8137
H  -3.3064  -0.8970  1.5397
H  -4.0747  0.1450  -0.7788
H  -3.1507  1.7708  -0.3836
H  -6.4873  -0.0169  -0.2943
H  0.0952  0.7990  2.1040
H  1.6515  1.6557  1.4754
H  0.2343  3.6970  0.4890
H  -1.4349  2.8030  1.0523
C  2.1900  -4.7883  -2.6025
C  1.6820  -4.0478  -1.3761
N  1.2606  -3.4336  -0.3587
H  1.4830  -5.5738  -2.8831
H  2.2998  -4.0926  -3.4390
H  3.1609  -5.2431  -2.3878

ORCA calculation (ωB97M-V/def2-TZVPD) on a molecular structure, C13H25F5NO2P2Tc in a non-equilibrium geometry.

Values from the calculation:
Total charge: +1
⟨S²⟩: 3.7659
Relative energy (zero: lowest compared OMol25 entry of this formula, charge and spin): 0.0 kJ/mol
E_HOMO (spin up / spin down): -10.53 / -12.62 eV
Kohn-Sham gap (spin up / spin down): 7.6710 / 7.7146 eV
Multiplicity: 4

Positions of all 49 atoms, in Å:
C  -0.7513  -1.9442  -3.0518
C  -0.4470  -0.9605  -2.1528
N  0.1444  -1.1744  -0.9666
C  0.4349  -2.4574  -0.6368
C  0.1134  -3.5061  -1.4786
C  -0.4802  -3.2594  -2.6982
C  -0.9067  0.4572  -2.4153
P  -0.1564  1.7243  -1.3245
Tc  0.5327  0.4885  0.4726
P  1.0280  -1.3252  1.8617
C  1.0881  -2.7432  0.6876
O  -3.5395  0.4034  -1.4498
O  -2.1064  -0.4768  0.5752
H  -1.2138  -1.6551  -4.0079
H  0.3209  -4.5230  -1.1205
H  -0.7486  -4.0748  -3.3717
C  1.1970  2.4299  -2.2861
C  -1.3596  3.0695  -1.3421
H  0.5985  -3.5961  1.1662
H  2.1444  -3.0199  0.5505
H  -1.9610  0.4541  -2.2163
H  -0.8889  0.7656  -3.4736
C  2.6124  -1.3567  2.7286
C  -0.1616  -1.9042  3.1257
H  -1.6612  0.3230  0.2178
H  -2.7699  -0.2686  1.2110
H  -3.1665  -0.1937  -0.7874
H  -4.0131  -0.1965  -2.0204
H  1.9649  0.5341  -0.0979
H  -0.1403  0.1605  2.0031
H  0.8363  2.8690  -3.2152
H  1.6570  3.2144  -1.6753
H  1.9621  1.6801  -2.4949
H  -1.3911  3.5082  -2.3488
H  -2.3438  2.6832  -1.0625
H  -1.0304  3.8234  -0.6168
H  0.1624  -2.8544  3.5581
H  -0.2216  -1.1343  3.9054
H  -1.1522  -2.0078  2.6600
H  2.7668  -2.3288  3.2088
H  3.4238  -1.1721  2.0172
H  2.6279  -0.5692  3.4895
F  2.5411  1.8361  2.2133
C  1.1522  1.8716  2.0832
F  0.6353  1.5718  3.3622
C  0.7567  3.3597  1.8521
F  1.1186  4.1277  2.9078
F  1.3911  3.8674  0.7529
F  -0.5996  3.4798  1.7016